(1)
Here is a structure of composition C3H4LaLiO3 from the Open Molecules 2025 dataset. Energies are from the ωB97M-V functional and the def2-TZVPD basis.

As for the net charge: +1. For the HOMO energy (alpha / beta), the calculation gives -8.8 / -9.6 eV. The max |F| comes out at 3.45 eV/Å. Its spin multiplicity is 2. For the energy above the lowest of the compared OMol25 structures with the same formula, charge and spin, the calculation gives 54.7 kcal per mole. The calculation puts the frontier orbital gap (alpha / beta) at 3.8637 / 4.5900 eV.

Structure (XYZ):
```
12
C3H4LaLiO3, DFT the ωB97M-V functional and the def2-TZVPD basis
H 0.196 0.278 -2.333
C -0.169 0.113 -1.301
C 0.482 1.149 -0.416
O -0.005 1.435 0.882
C -0.938 0.742 1.667
O -0.025 -0.297 2.294
La 1.433 -0.983 0.916
O 0.199 -1.191 -0.885
H -1.276 0.191 -1.293
H 0.748 2.092 -0.904
H -0.495 -0.780 2.973
Li -0.150 -2.748 -1.599
```

(2)
Here is a structure of composition C8H21FLiNO3 from the Open Molecules 2025 dataset. Energies are from the ωB97M-V functional and the def2-TZVPD basis.

As for the net charge: -2. For the HOMO energy, the calculation gives 0.9 eV. The max |F| comes out at 4.34 eV/Å. For the energy above the lowest of the compared OMol25 structures with the same formula, charge and spin, the calculation gives 0.0 kcal per mole. The calculation puts the frontier orbital gap at 3.5471 eV.

Structure (XYZ):
```
35
C8H21FLiNO3, DFT the ωB97M-V functional and the def2-TZVPD basis
Li -13.878 -6.578 -13.370
F -14.568 -7.200 -11.458
C -12.740 -3.344 -13.701
C -11.940 -3.966 -12.497
O -12.342 -5.288 -12.235
H -12.666 -3.788 -14.694
H -12.419 -2.324 -13.910
H -13.766 -3.193 -13.366
H -12.221 -3.353 -11.640
H -10.865 -3.965 -12.678
C -10.935 -8.079 -15.081
C -12.086 -8.971 -14.468
O -12.546 -8.324 -13.301
H -10.023 -8.181 -14.492
H -11.245 -7.037 -15.155
H -10.891 -8.516 -16.079
H -11.621 -9.950 -14.350
H -12.833 -9.167 -15.237
C -14.919 -5.091 -16.321
C -16.019 -5.487 -15.431
C -17.388 -5.822 -16.185
O -18.105 -4.654 -16.680
C -18.667 -3.814 -15.644
N -15.400 -6.599 -14.670
H -15.207 -4.106 -16.687
H -14.842 -5.665 -17.244
H -13.976 -4.930 -15.797
H -16.273 -4.624 -14.815
H -18.059 -6.363 -15.517
H -17.239 -6.343 -17.130
H -18.346 -4.120 -14.649
H -19.753 -3.893 -15.613
H -18.516 -2.747 -15.809
H -16.107 -7.031 -14.091
H -15.342 -7.385 -15.302
```

(3)
Here is a cluster of 2 separate species, C2H8O in total from the Open Molecules 2025 dataset. Energies are from the ωB97M-V functional and the def2-TZVPD basis.

For the HOMO energy, the calculation gives -10.4 eV. The max |F| comes out at 2.57 eV/Å. For the energy above the lowest of the compared OMol25 structures with the same formula, charge and spin, the calculation gives 20.5 kcal per mole. The SMILES is CO.C. The calculation puts the frontier orbital gap at 11.3628 eV.

Structure (XYZ):
```
11
C2H8O, DFT the ωB97M-V functional and the def2-TZVPD basis
C 0.053 1.303 -1.539
O 0.688 2.423 -2.236
H -0.890 1.334 -2.073
H -0.054 1.274 -0.464
H 0.626 0.430 -1.847
H 0.081 3.172 -2.288
C -0.054 -1.954 2.050
H -0.714 -1.285 2.596
H 0.024 -2.802 2.745
H -0.662 -2.377 1.249
H 0.902 -1.517 1.809
```

(4)
Here is a cluster of 6 separate species, C39H66Cl2N6O9S2Si in total from the Open Molecules 2025 dataset. Energies are from the ωB97M-V functional and the def2-TZVPD basis.

For the HOMO energy, the calculation gives -7.9 eV. The max |F| comes out at 1.60 eV/Å. The SMILES is CCOCCO[Si@](CCCSC(=S)N(c1ccccc1)c1ccccc1)(COO)/C(Cl)=C(\C)Cl.CNC(C)=O.CNC(C)=O.CNC(C)=O.CNC(C)=O.CNC(C)=O. The calculation puts the frontier orbital gap at 7.4269 eV.

Structure (XYZ):
```
125
C39H66Cl2N6O9S2Si, DFT the ωB97M-V functional and the def2-TZVPD basis
C 7.295 2.472 -3.499
C 6.980 1.477 -4.637
O 6.670 0.175 -4.181
C 5.500 0.201 -3.335
C 4.919 -1.213 -3.405
O 3.524 -1.332 -3.107
Si 2.944 -0.487 -1.785
C 1.362 -1.376 -1.252
C 0.631 -2.055 -2.435
C -0.522 -1.183 -3.034
S -2.094 -1.968 -2.494
C -3.139 -0.743 -1.617
S -2.890 -0.508 -0.044
N -4.188 -0.160 -2.419
C -5.496 -0.583 -1.973
C -5.985 -1.748 -2.535
C -7.192 -2.282 -2.172
C -7.964 -1.652 -1.211
C -7.489 -0.484 -0.663
C -6.272 0.043 -1.022
C -4.108 1.285 -2.623
C -4.037 1.744 -3.926
C -3.961 3.100 -4.185
C -3.938 4.055 -3.182
C -4.018 3.586 -1.887
C -4.087 2.239 -1.625
C 2.381 1.226 -2.403
O 1.645 0.991 -3.605
O 2.563 0.967 -4.679
C 4.081 -0.471 -0.276
Cl 5.403 -1.642 -0.082
C 3.909 0.399 0.720
C 2.821 1.444 0.771
Cl 4.974 0.391 2.127
H 7.745 1.963 -2.637
H 7.918 3.316 -3.809
H 6.354 2.898 -3.118
H 6.154 1.896 -5.236
H 7.885 1.389 -5.248
H 5.874 0.473 -2.336
H 4.841 0.968 -3.759
H 5.544 -1.907 -2.830
H 5.040 -1.532 -4.450
H 1.582 -2.122 -0.478
H 0.675 -0.654 -0.784
H 0.173 -2.973 -2.045
H 1.289 -2.376 -3.250
H -0.468 -0.135 -2.730
H -0.475 -1.223 -4.127
H -5.362 -2.258 -3.269
H -7.519 -3.219 -2.634
H -8.909 -2.112 -0.939
H -8.108 0.007 0.086
H -5.936 0.951 -0.533
H -4.030 1.070 -4.779
H -3.899 3.453 -5.214
H -3.860 5.111 -3.400
H -4.031 4.303 -1.070
H -4.137 1.904 -0.593
H 3.172 1.979 -2.525
H 1.643 1.611 -1.690
H 2.154 0.454 -5.388
H 2.897 2.019 1.694
H 3.034 2.168 -0.032
H 1.817 1.056 0.600
C -0.809 1.319 5.450
N -0.277 0.965 4.143
C 0.886 0.330 3.864
C 1.758 -0.073 5.029
O 1.208 0.096 2.707
H -1.779 0.836 5.577
H -0.947 2.400 5.496
H -0.150 1.009 6.251
H -0.812 1.206 3.323
H 2.648 -0.568 4.647
H 2.064 0.807 5.597
H 1.224 -0.767 5.681
C 0.605 5.673 -6.800
N -0.578 5.794 -5.970
C -0.695 5.561 -4.634
C 0.537 5.126 -3.894
O -1.767 5.708 -4.074
H 0.818 6.640 -7.260
H 0.413 4.946 -7.591
H 1.467 5.354 -6.223
H -1.440 6.085 -6.403
H 0.285 4.982 -2.847
H 0.906 4.189 -4.294
H 1.312 5.892 -3.965
C -1.077 -2.782 8.716
N -1.105 -1.372 8.374
C -0.408 -0.353 8.947
C 0.521 -0.692 10.082
O -0.547 0.791 8.534
H -0.761 -3.355 7.842
H -2.082 -3.101 8.998
H -0.396 -2.980 9.537
H -1.707 -1.075 7.621
H 1.005 0.213 10.432
H -0.038 -1.130 10.911
H 1.291 -1.383 9.746
C 5.669 -1.431 7.676
N 4.575 -1.090 8.567
C 4.489 -1.281 9.910
C 5.664 -1.928 10.602
O 3.488 -0.934 10.518
H 6.026 -0.523 7.186
H 5.306 -2.120 6.912
H 6.491 -1.893 8.211
H 3.756 -0.652 8.172
H 5.446 -2.011 11.663
H 5.836 -2.928 10.203
H 6.560 -1.319 10.478
C -5.742 -5.114 -6.938
N -6.886 -4.842 -6.088
C -7.004 -5.034 -4.749
C -5.814 -5.603 -4.014
O -8.045 -4.750 -4.175
H -5.428 -4.187 -7.421
H -6.034 -5.828 -7.710
H -4.911 -5.521 -6.373
H -7.717 -4.460 -6.512
H -6.062 -5.696 -2.961
H -5.565 -6.591 -4.402
H -4.954 -4.938 -4.111
```

(5)
Here is a cluster of 2 separate species, C6H12N4O2 in total from the Open Molecules 2025 dataset. Energies are from the ωB97M-V functional and the def2-TZVPD basis.

For the HOMO energy, the calculation gives -8.1 eV. The max |F| comes out at 1.42 eV/Å. For the energy above the lowest of the compared OMol25 structures with the same formula, charge and spin, the calculation gives 48.6 kcal per mole. The SMILES is Oc1cnc[nH]1.COC/C=N\N. The calculation puts the frontier orbital gap at 8.5095 eV.

Structure (XYZ):
```
24
C6H12N4O2, DFT the ωB97M-V functional and the def2-TZVPD basis
O 2.963 3.477 -0.760
C 1.819 2.779 -1.044
C 1.103 2.747 -2.185
N -0.070 1.996 -2.002
C 0.052 1.510 -0.814
N 1.156 1.980 -0.140
H 3.231 3.251 0.144
H 1.361 3.195 -3.133
H -0.672 0.871 -0.299
H 1.545 1.551 0.680
C 1.440 -2.058 1.238
O 0.358 -1.147 1.320
C -0.864 -1.719 0.908
C -1.960 -0.723 1.040
N -2.994 -0.614 0.313
N -3.111 -1.511 -0.718
H 1.664 -2.315 0.179
H 1.238 -3.018 1.796
H 2.312 -1.595 1.706
H -0.810 -2.081 -0.134
H -1.086 -2.589 1.554
H -1.838 -0.008 1.847
H -2.764 -2.445 -0.505
H -4.076 -1.535 -0.991
```